Entry 1:
{"formula": "C48H65BClF8INO26", "method": "ωB97M-V with the def2-TZVPD basis set", "lumo_ev": -2.46, "e_homo_ha": -0.4036, "orbital_gap_ev": 8.5, "charge": 1, "total_energy_ha": -5460.62932, "elements": ["C", "C", "O", "O", "C", "C", "N", "C", "C", "C", "I", "C", "C", "C", "C", "F", "F", "F", "C", "C", "C", "C", "C", "C", "C", "C", "B", "O", "O", "C", "C", "C", "C", "C", "O", "C", "Cl", "C", "F", "F", "C", "F", "F", "F", "H", "H", "H", "H", "H", "H", "H", "H", "H", "H", "H", "H", "H", "H", "H", "H", "H", "H", "H", "H", "H", "H", "H", "H", "H", "H", "H", "H", "H", "H", "H", "H", "H", "H", "H", "H", "H", "C", "C", "O", "C", "O", "O", "H", "H", "H", "H", "C", "C", "O", "C", "O", "O", "H", "H", "H", "H", "C", "C", "O", "C", "O", "O", "H", "H", "H", "H", "C", "C", "O", "C", "O", "O", "H", "H", "H", "H", "C", "C", "O", "C", "O", "O", "H", "H", "H", "H", "C", "C", "O", "C", "O", "O", "H", "H", "H", "H", "C", "C", "O", "C", "O", "O", "H", "H", "H", "H"], "positions_angstrom": [[5.96334, -0.94281, 1.14454], [4.67774, -0.30268, 1.56716], [4.12677, -0.67201, 2.56022], [4.19736, 0.70543, 0.79972], [2.78099, 0.59727, 0.51464], [2.71606, 1.10052, -0.90402], [1.44639, 0.92254, -1.70130], [1.82193, 1.57222, -3.02450], [1.97801, 3.10091, -3.01029], [3.44792, 3.55893, -3.06043], [3.91384, 4.98905, -1.54824], [1.21675, -0.57319, -1.95313], [2.41147, -1.36268, -2.48901], [3.14317, -2.28450, -1.51606], [4.30125, -2.96533, -2.18288], [3.90414, -3.77673, -3.15792], [4.96061, -3.72357, -1.29324], [5.18503, -2.10807, -2.68966], [0.14948, -1.19387, -0.96734], [0.59270, -1.99837, 0.30544], [0.05793, -1.77758, 1.71445], [-0.84493, -2.73073, 2.22502], [-1.30276, -2.67140, 3.55236], [-0.89253, -1.64680, 4.39788], [0.00702, -0.69750, 3.91269], [0.48377, -0.77992, 2.59233], [-0.43111, -2.32046, -1.95441], [-1.65075, -2.18039, -2.55675], [0.33674, -3.41710, -2.21597], [-0.76803, 0.07835, -0.90967], [-2.00136, 0.25026, -0.01259], [-3.00971, -0.89384, -0.13569], [-4.30729, -0.58399, 0.61207], [-4.27159, -0.86306, 2.10003], [-3.61650, 0.16873, 2.83358], [0.10696, 1.39469, -1.14105], [-0.85459, 2.21452, -2.47309], [0.12783, 2.45178, 0.00537], [1.32086, 3.08321, 0.06409], [-0.02454, 1.83428, 1.17550], [-0.88986, 3.65892, 0.02828], [-0.61234, 4.53504, -0.90997], [-2.14809, 3.31023, -0.00497], [-0.67194, 4.25399, 1.19544], [6.60046, -0.94194, 2.02324], [6.48568, -0.39855, 0.36658], [5.78763, -1.97962, 0.88437], [2.26960, 1.22993, 1.21976], [2.49032, -0.43482, 0.64561], [3.54003, 0.63576, -1.43027], [3.00834, 2.14195, -0.85408], [1.12282, 1.27211, -3.79220], [2.78471, 1.18296, -3.32288], [1.51539, 3.46459, -3.92225], [1.44644, 3.58720, -2.20663], [3.67771, 3.98894, -4.02415], [4.13906, 2.73968, -2.90265], [0.59507, -0.51225, -2.84868], [2.09353, -1.95687, -3.33715], [3.17677, -0.70822, -2.89835], [3.56055, -1.71373, -0.68862], [2.51708, -3.06197, -1.10125], [0.30922, -3.03080, 0.12234], [1.66984, -2.07291, 0.41584], [-1.17861, -3.55051, 1.60275], [-1.97801, -3.42950, 3.91573], [-1.26031, -1.60535, 5.40858], [0.35768, 0.08853, 4.56158], [1.20658, -0.05068, 2.29544], [-2.03555, -3.04260, -2.75741], [-0.23069, -4.21969, -2.21026], [-1.25617, -0.03836, -1.87031], [-2.54100, 1.08646, -0.44917], [-1.78676, 0.44160, 1.03017], [-2.58793, -1.85733, 0.13203], [-3.28081, -0.94248, -1.18874], [-5.08583, -1.20085, 0.17380], [-4.59132, 0.45474, 0.43379], [-5.29781, -0.94238, 2.46154], [-3.80351, -1.81782, 2.28075], [-4.17536, 0.94363, 2.74236], [-5.10411, 4.21583, 1.92943], [-6.44875, 4.90872, 1.85377], [-7.35804, 3.79827, 1.86774], [-6.74735, 2.74966, 2.45009], [-7.27201, 1.73037, 2.75794], [-5.42381, 3.00782, 2.63250], [-4.35496, 4.78251, 2.47654], [-4.71299, 3.95683, 0.94290], [-6.64428, 5.53257, 2.72743], [-6.58269, 5.49992, 0.95216], [-7.22218, -5.34337, 1.08254], [-7.32359, -3.90518, 0.61721], [-6.15047, -3.31628, 1.19542], [-5.24561, -4.30408, 1.40674], [-4.10797, -4.12639, 1.70629], [-5.80593, -5.51534, 1.21794], [-7.62293, -6.05831, 0.36983], [-7.68981, -5.50310, 2.05472], [-7.26568, -3.80975, -0.46835], [-8.21475, -3.39740, 0.97486], [-0.70126, -8.72091, -2.35859], [0.11548, -8.13374, -3.49023], [-0.46367, -6.81956, -3.62705], [-1.03664, -6.50797, -2.46013], [-1.45661, -5.40625, -2.19443], [-1.08633, -7.53871, -1.63091], [-0.14235, -9.40223, -1.72492], [-1.60614, -9.21685, -2.71078], [1.16958, -8.02002, -3.23420], [0.03237, -8.68554, -4.42136], [-5.21738, 5.23135, -3.12952], [-5.13935, 6.71009, -3.45592], [-6.24415, 7.23993, -2.71875], [-6.52799, 6.39675, -1.70379], [-7.28135, 6.62985, -0.81712], [-5.82812, 5.23934, -1.83451], [-4.24521, 4.74655, -3.08633], [-5.86280, 4.68401, -3.81790], [-4.22021, 7.17128, -3.09009], [-5.25213, 6.92667, -4.51437], [5.15081, 10.14572, -1.38742], [3.90718, 9.34968, -1.72954], [4.35480, 8.53815, -2.82014], [5.70558, 8.41753, -2.73222], [6.35639, 7.67309, -3.38603], [6.19707, 9.25868, -1.79430], [5.24023, 10.37635, -0.32956], [5.22781, 11.06834, -1.96438], [3.59041, 8.69740, -0.91262], [3.06965, 9.96953, -2.03782], [6.00170, 1.60268, 4.53709], [5.74224, 3.08635, 4.37552], [6.77850, 3.66199, 5.17124], [7.79603, 2.76650, 5.26594], [8.86521, 3.00152, 5.71343], [7.40980, 1.56100, 4.76966], [5.73156, 1.01569, 3.66500], [5.48680, 1.18383, 5.40386], [5.86308, 3.42156, 3.34271], [4.76528, 3.39514, 4.73816], [2.80299, -8.14262, 1.82440], [1.67671, -7.13062, 1.75262], [0.78187, -7.74183, 0.81447], [1.00879, -9.07465, 0.82024], [0.32077, -9.88662, 0.28592], [2.12468, -9.36590, 1.51961], [3.27104, -8.20284, 2.80259], [3.57080, -7.96984, 1.06819], [1.15732, -7.01106, 2.70416], [1.99407, -6.15522, 1.39261]], "mulliken_charge": [-1.385, 0.955, -0.501, -0.572, -0.760, -1.832, 1.422, -1.426, -0.176, -1.307, -0.005, -1.739, -2.071, 1.051, 0.645, -0.264, -0.283, -0.283, 0.992, -1.215, 0.387, -0.809, -0.844, -0.679, -1.515, 0.483, 1.959, -0.796, -0.638, -0.195, -1.005, -0.333, -1.064, -0.281, -0.489, 0.556, -0.120, -0.238, -0.222, -0.057, 0.236, -0.221, -0.172, -0.286, 0.358, 0.351, 0.307, 1.644, -0.654, 1.749, -0.001, 0.790, 0.579, 0.403, 0.043, 0.619, 0.418, 1.346, 0.721, 0.847, -0.715, 0.019, 0.669, 0.009, 0.320, 0.479, 0.440, 0.497, 0.656, 0.206, 0.168, 1.227, 0.799, 0.246, -0.255, 0.499, 0.556, 0.299, 0.377, -0.165, 0.328, 0.035, -0.003, -0.337, 0.672, -0.537, -0.298, 0.337, -0.009, 0.266, -0.062, -0.411, -0.369, -0.127, 0.518, -0.415, -0.363, 0.305, 0.273, 0.270, 0.322, -0.137, -0.326, -0.319, 0.441, -0.687, -0.178, 0.154, 0.299, 0.271, 0.299, -0.163, -0.318, -0.334, 0.651, -0.545, -0.267, 0.118, 0.271, 0.258, 0.309, -0.322, -0.249, -0.270, 0.606, -0.498, -0.321, 0.294, 0.256, 0.199, 0.304, 0.560, -0.323, -0.357, 0.642, -0.495, -0.342, -0.460, 0.235, 0.291, 0.325, -0.370, -0.046, -0.183, 0.584, -0.585, -0.333, 0.314, 0.269, 0.260, 0.072]}

***

Entry 2:
{"formula": "C34H52FN9O6PS2", "method": "ωB97M-V with the def2-TZVPD basis set", "lumo_ev": -4.83, "e_homo_ha": -0.3394, "orbital_gap_ev": 4.4, "charge": 1, "total_energy_ha": -3508.03896, "de_lowest_kcal_mol": 147.28, "elements": ["C", "O", "C", "C", "F", "O", "C", "C", "C", "C", "C", "S", "C", "N", "N", "C", "O", "C", "C", "O", "C", "C", "O", "N", "C", "N", "P", "S", "N", "C", "C", "C", "O", "H", "H", "H", "H", "H", "H", "H", "H", "H", "H", "H", "H", "H", "H", "H", "H", "H", "H", "H", "H", "H", "H", "H", "H", "H", "H", "H", "H", "H", "H", "H", "H", "N", "C", "C", "C", "C", "H", "H", "H", "H", "H", "N", "C", "C", "C", "C", "H", "H", "H", "H", "H", "N", "C", "C", "C", "C", "H", "H", "H", "H", "H", "N", "C", "C", "C", "C", "H", "H", "H", "H", "H"], "positions_angstrom": [[3.98915, 0.25398, 1.32442], [4.27628, -0.28764, 0.00764], [3.41028, -1.38851, -0.33906], [2.04425, -0.98101, -1.05225], [1.22782, -0.35302, -0.03703], [2.25885, 0.02318, -2.04442], [3.03297, -0.43282, -3.16412], [2.38257, 0.28589, -4.47773], [2.12948, 1.85322, -4.30298], [0.95250, 2.23731, -5.36740], [-0.48608, 1.82703, -4.71373], [-1.32307, 3.44456, -4.24077], [-2.47761, 2.92208, -2.90008], [-3.28938, 1.77426, -3.12260], [-4.04818, 1.63327, -1.98500], [-3.67423, 2.68318, -1.08169], [-2.65131, 3.52819, -1.63773], [4.58842, -0.04622, -3.13861], [4.92254, 1.40279, -2.55620], [6.38632, 1.44184, -2.37813], [6.72672, 1.39853, -0.99650], [7.51060, 0.07409, -0.49084], [6.50349, 2.31021, -0.17614], [2.95172, -1.89749, -3.44968], [1.57680, -2.28127, -3.03818], [0.77707, -2.73234, -4.00089], [-0.92069, -3.15539, -3.66853], [-1.86770, -1.51464, -3.25743], [1.23233, -2.05936, -1.64430], [1.04914, -3.28285, -0.83340], [-0.17420, -3.16786, 0.24082], [-1.01602, -4.56209, 0.14008], [-1.12451, -2.12793, -0.13861], [4.86550, 0.05276, 2.04313], [3.96340, 1.40410, 1.20309], [2.97686, -0.03709, 1.75531], [3.12181, -1.88600, 0.66717], [4.05231, -2.15586, -0.88651], [1.39562, -0.19880, -4.79562], [3.12896, 0.09957, -5.33643], [3.04063, 2.46920, -4.65467], [1.73260, 2.17749, -3.28701], [0.97903, 3.34088, -5.65455], [1.10614, 1.61243, -6.30846], [-1.13541, 1.22845, -5.44885], [-0.28657, 1.22088, -3.75132], [-4.16185, 2.81259, -0.06616], [4.98123, -0.09240, -4.22067], [5.18122, -0.85791, -2.56413], [4.70395, 2.25640, -3.30174], [4.37570, 1.67927, -1.59722], [6.96762, -0.84537, -0.88960], [8.57422, 0.12248, -0.93851], [7.60273, 0.08255, 0.64875], [3.66879, -2.44696, -2.95552], [1.16656, -2.81856, -4.95115], [-1.46145, -3.64944, -4.92176], [-1.09112, -4.21326, -2.72086], [0.71098, -4.12508, -1.55049], [1.96099, -3.69626, -0.29272], [0.18726, -3.07885, 1.31790], [-1.82481, -4.51279, -0.67986], [-0.31573, -5.45109, -0.10532], [-1.54450, -4.83026, 1.11301], [-1.85985, -2.24127, 0.51275], [-6.37275, 2.15463, 1.70790], [-7.74055, 2.07967, 1.70245], [-8.21525, 2.93884, 2.66312], [-7.09376, 3.55995, 3.26695], [-5.97087, 3.05953, 2.65642], [-5.75870, 1.62778, 1.10840], [-8.25581, 1.42237, 1.01868], [-9.25494, 3.10320, 2.90384], [-7.10684, 4.29277, 4.06037], [-4.92296, 3.26697, 2.81460], [5.07558, -4.95421, -1.00800], [6.03883, -5.40097, -1.87545], [7.24594, -5.36377, -1.22203], [7.00306, -4.88275, 0.08950], [5.65606, -4.64115, 0.19413], [4.09543, -4.87034, -1.22020], [5.78231, -5.70412, -2.87935], [8.19860, -5.65212, -1.64060], [7.73358, -4.73117, 0.87018], [5.06098, -4.27356, 1.01685], [-3.44473, 3.98690, 6.14376], [-4.16552, 4.96309, 6.77928], [-4.34779, 5.99826, 5.89531], [-3.71879, 5.63154, 4.67935], [-3.17282, 4.38495, 4.86100], [-3.15977, 3.11295, 6.55494], [-4.48404, 4.83761, 7.80293], [-4.87626, 6.91729, 6.10055], [-3.67160, 6.21509, 3.77173], [-2.61447, 3.74830, 4.19113], [-5.89802, 0.88705, 5.82374], [-6.41895, 0.27198, 6.93156], [-7.38065, -0.61362, 6.51100], [-7.43814, -0.53387, 5.09696], [-6.51008, 0.39801, 4.70149], [-5.17663, 1.58959, 5.83286], [-6.06238, 0.51823, 7.92030], [-7.97607, -1.24905, 7.14984], [-8.08642, -1.09636, 4.44134], [-6.23391, 0.75544, 3.72221]], "mulliken_charge": [-0.850, 0.063, -0.793, 0.606, -0.421, -0.440, 0.963, -0.845, -0.230, -1.009, -0.019, -0.188, 0.443, -0.253, -0.301, 0.066, -0.235, -0.437, -0.182, -0.397, 0.690, -0.694, -0.554, -0.330, -0.785, 0.068, 0.141, -0.178, 1.151, -1.024, 0.267, -1.267, -0.418, 0.248, 0.264, 0.345, 0.719, -0.477, 0.305, 0.146, 0.345, 0.199, 0.490, 0.285, 0.407, -0.160, 0.298, 0.487, -0.029, 0.111, 0.275, 0.091, 0.358, 0.265, 0.376, 0.436, 0.156, 0.078, 0.538, 0.133, 0.365, 0.315, 0.270, 0.408, 0.323, 0.116, -0.614, -0.636, -0.004, -0.634, 0.168, 0.402, 0.406, 0.498, 0.288, 0.069, -0.516, -0.428, -0.658, -0.321, 0.154, 0.388, 0.438, 0.444, 0.429, 0.003, -0.535, -0.460, -0.283, -0.603, 0.237, 0.403, 0.407, 0.402, 0.456, 0.081, -0.381, -0.563, -0.574, -0.439, 0.241, 0.369, 0.387, 0.391, 0.489]}

***

Entry 3:
{"formula": "C26H35ClO3", "method": "ωB97M-V with the def2-TZVPD basis set", "lumo_ev": 0.62, "e_homo_ha": -0.3278, "orbital_gap_ev": 9.5, "total_energy_ha": -1697.53904, "smiles": "CCOC(=O)[C@@]1([C@@]2(c3ccc(Cl)cc3)C=CCC2)CCCCCCCCCCC1=O", "de_lowest_kcal_mol": 0.00, "elements": ["C", "C", "O", "C", "C", "C", "O", "C", "C", "C", "C", "C", "C", "C", "C", "C", "C", "O", "H", "H", "H", "H", "H", "H", "H", "H", "H", "H", "H", "H", "H", "H", "H", "H", "H", "H", "H", "H", "H", "H", "H", "H", "H", "Cl", "C", "C", "C", "C", "C", "C", "C", "C", "C", "C", "C", "H", "H", "H", "H", "H", "H", "H", "H", "H", "H"], "positions_angstrom": [[5.14631, 0.68580, 1.08747], [4.00331, 1.68581, 1.24597], [2.87313, 0.76613, 1.25734], [1.67023, 1.35166, 1.40738], [0.56806, 0.45515, 0.80881], [-0.77974, 0.73074, 1.54633], [-1.23265, -0.10240, 2.33071], [-1.52420, 2.06992, 1.50949], [-2.80461, 2.03015, 0.69109], [-3.93480, 1.12969, 1.20087], [-4.15473, -0.14884, 0.38504], [-4.27892, -1.43814, 1.20058], [-3.73899, -2.69360, 0.51333], [-2.25973, -2.64734, 0.07179], [-1.17922, -2.70764, 1.15552], [0.25760, -2.30775, 0.72212], [0.92803, -1.01246, 1.23360], [1.50801, 2.41910, 1.95905], [5.92933, 1.00284, 0.40393], [5.67364, 0.47755, 2.02323], [4.78917, -0.26153, 0.67491], [3.99590, 2.22991, 2.20094], [3.89327, 2.38482, 0.38132], [-1.81186, 2.29863, 2.55774], [-0.83695, 2.87493, 1.21648], [-3.18513, 3.05047, 0.60247], [-2.59375, 1.75661, -0.33815], [-3.79776, 0.89212, 2.25436], [-4.86786, 1.69678, 1.13205], [-5.06261, -0.04484, -0.22361], [-3.35656, -0.25088, -0.34967], [-3.77757, -1.34478, 2.16675], [-5.33436, -1.59746, 1.45242], [-3.94245, -3.57296, 1.13334], [-4.30900, -2.86552, -0.40329], [-2.06566, -3.46967, -0.63366], [-2.10449, -1.74648, -0.52586], [-1.45550, -2.16380, 2.06863], [-1.13596, -3.74806, 1.51421], [0.97753, -3.07908, 1.08646], [0.30912, -2.39524, -0.36715], [1.99161, -1.14795, 0.98843], [0.93856, -1.13538, 2.33572], [3.65295, -3.47245, -3.98792], [2.91751, -2.26006, -3.02673], [1.58130, -2.37283, -2.63106], [0.98188, -1.34379, -1.90373], [1.67568, -0.20325, -1.52971], [0.84825, 0.91124, -0.89368], [1.48498, 2.32370, -1.32940], [0.34662, 3.26358, -1.78874], [-0.83038, 2.34893, -1.77769], [-0.53498, 1.08886, -1.36116], [3.04650, -0.10998, -1.84627], [3.65016, -1.11573, -2.65456], [0.96829, -3.20961, -2.96496], [-0.06928, -1.46388, -1.58416], [1.99723, 2.70893, -0.45264], [2.26046, 2.31022, -2.13273], [0.20740, 4.12864, -1.10068], [0.58059, 3.69174, -2.78815], [-1.81892, 2.69685, -2.06704], [-1.18791, 0.22789, -1.29876], [3.65158, 0.75375, -1.51709], [4.66231, -1.00971, -3.04161]], "nbo_charge": [-0.643, -0.078, -0.543, 0.840, -0.277, 0.719, -0.578, -0.528, -0.384, -0.416, -0.389, -0.402, -0.387, -0.390, -0.429, -0.390, -0.416, -0.611, 0.213, 0.219, 0.234, 0.212, 0.184, 0.234, 0.233, 0.208, 0.206, 0.213, 0.204, 0.201, 0.184, 0.206, 0.202, 0.205, 0.194, 0.200, 0.172, 0.237, 0.195, 0.211, 0.201, 0.233, 0.236, 0.021, -0.046, -0.236, -0.216, 0.055, -0.051, -0.409, -0.451, -0.160, -0.218, -0.222, -0.226, 0.229, 0.228, 0.217, 0.229, 0.218, 0.221, 0.217, 0.215, 0.220, 0.227]}